No. 1
ORCA calculation (ωB97M-V/def2-TZVPD) on a 2-piece molecular cluster, CHClOS overall.

Output
energy relative to the best compared isomer or geometry (same formula, charge and spin)	35.3	kcal/mol
total charge	0
LUMO (spin up / spin down)	-0.0019 / -0.1128	Eh
spin multiplicity	3
molar mass	96.5	g/mol
frontier orbital gap (spin up / spin down)	7.6 / 8.2	eV

Each line ends with the Löwdin spin population.
Element x y z (Å)
O1 -0.67443 0.43432 0.18881  0.85
H1 -0.60224 1.00917 -0.53640  0.01
Cl1 -2.36574 0.77326 0.33566  1.11
S1 1.71293 -1.71364 0.46381  0.02
C1 1.92949 -0.50310 -0.45189  0.01

Cartesian forces, eV/Å:
O 4.65 -2.11 1.16
H 1.20 1.36 -2.06
Cl -6.04 0.88 0.92
S 0.23 0.46 -0.41
C -0.03 -0.58 0.39

***

No. 2
ORCA calculation (ωB97M-V/def2-TZVPD) on one molecule with the formula CHClS2.

Output
energy relative to the best compared isomer or geometry (same formula, charge and spin)	13.3	kcal/mol
total charge	0
LUMO (spin up / spin down)	-0.0038 / -0.1266	Eh
spin multiplicity	3
molar mass	112.6	g/mol
frontier orbital gap (spin up / spin down)	7.0 / 6.4	eV

Each line ends with the Löwdin spin population.
Element x y z (Å)
Cl1 0.33735 1.66457 -0.13915  0.15
H1 -1.67860 0.12143 0.71999  0.02
C1 0.64827 0.00324 -0.28443  0.60
S1 1.95046 -0.84363 -0.27751  1.01
S2 -1.25747 -0.94561 -0.01891  0.23

Cartesian forces, eV/Å:
Cl 0.48 0.27 0.04
H 0.24 -0.55 -0.24
C -6.30 1.43 -0.08
S 3.21 -2.35 0.30
S 2.38 1.20 -0.01

***

No. 3
ORCA calculation (ωB97M-V/def2-TZVPD) on CHCrF4NO3S as an isolated structure.

Output
energy relative to the best compared isomer or geometry (same formula, charge and spin)	36.6	kcal/mol
total charge	0
LUMO (spin up / spin down)	-0.0328 / -0.0542	Eh
spin multiplicity	5
molar mass	235.1	g/mol
frontier orbital gap (spin up / spin down)	9.1 / 8.6	eV

Each line ends with the Löwdin spin population.
Element x y z (Å)
O1 -1.37878 -0.33913 1.10724  0.06
N1 0.05219 0.36360 1.20189  0.01
O2 -0.25090 -0.87603 -1.10874  0.06
S1 0.59784 -0.58721 0.09414  0.02
F1 0.72879 2.04400 -0.99359  0.00
C1 1.48107 1.15502 -0.35431  0.00
Cr1 -2.12368 -1.01160 -0.62371  3.74
F2 -3.64824 -1.67581 -1.19501  0.09
F3 2.11869 1.73240 0.66112  0.00
F4 2.44644 0.81101 -1.20837  0.00
O3 1.73690 -1.41315 0.43532  0.01
H1 -1.76034 -0.20311 1.98403  0.00

Cartesian forces, eV/Å:
O -1.00 0.50 1.82
N -4.01 -1.82 0.40
O 0.60 -0.38 1.05
S 6.79 4.95 -0.89
F -0.64 -0.13 0.54
C 1.45 -1.79 -1.53
Cr -0.07 0.24 0.37
F -1.13 -0.37 -0.37
F -0.72 -0.03 0.38
F 0.74 -0.17 -0.84
O -1.96 -0.81 -0.74
H -0.05 -0.18 -0.19

***

No. 4
ORCA calculation (ωB97M-V/def2-TZVPD) on CHCsFMgO3 as an isolated structure.

Output
energy relative to the best compared isomer or geometry (same formula, charge and spin)	0.0	kcal/mol
total charge	+2
LUMO (spin up / spin down)	-0.2654 / -0.2670	Eh
spin multiplicity	2
molar mass	237.2	g/mol
frontier orbital gap (spin up / spin down)	7.0 / 11.4	eV

Each line ends with the Löwdin spin population.
Element x y z (Å)
F1 0.74866 1.72213 -0.00035  0.01
Mg1 3.91803 -0.03317 0.30742  0.74
O1 -0.23379 -0.09722 -0.78015  0.01
Cs1 -5.22627 0.23448 0.96890  0.00
O2 1.88106 -0.14553 -0.23939  0.21
C1 0.87213 0.48902 -0.33026  0.02
H1 -0.88723 -1.55322 -0.14215  0.00
O3 -1.07258 -0.61649 0.21599  0.00

Cartesian forces, eV/Å:
F 0.10 0.30 -0.06
Mg 0.14 -0.03 -0.01
O 0.21 1.86 -2.21
Cs -0.17 0.03 0.02
O 1.27 0.34 0.08
C -0.84 -1.03 0.79
H -1.16 1.19 1.65
O 0.46 -2.65 -0.26

***

No. 5
ORCA calculation (ωB97M-V/def2-TZVPD) on CHDyF3NO5S2 as an isolated structure.

Output
total charge	+2
LUMO (spin up / spin down)	-0.4872 / -0.3599	Eh
spin multiplicity	6
molar mass	390.6	g/mol
frontier orbital gap (spin up / spin down)	5.5 / 9.8	eV

Each line ends with the Löwdin spin population.
Element x y z (Å)
Dy1 0.65177 -2.20303 1.80690  5.76
F1 1.17008 2.06376 -1.54439  0.00
O1 -2.75318 -0.44726 -2.63295  -0.02
F2 2.17891 0.17978 -1.36873  0.00
N1 -1.34402 0.56619 -0.82507  -0.05
O2 -1.63860 -2.01243 -1.01108  -0.09
O3 0.22462 0.11376 1.70889  -0.01
C1 1.55927 1.12235 -0.70865  -0.01
F3 2.36422 1.62868 0.20283  0.00
O4 0.26511 -1.08972 -0.24220  -0.58
O5 -0.32441 2.04314 0.67455  -0.02
H1 -0.75386 2.52272 -0.04629  0.00
S1 -1.92018 -0.67830 -1.48195  0.00
S2 0.03199 0.43737 0.22205  0.02

Cartesian forces, eV/Å:
Dy -0.08 0.37 0.16
F -0.38 -0.49 0.40
O 1.27 -0.31 2.19
F -0.13 -0.51 -0.04
N 1.35 -0.47 0.89
O -0.41 0.83 -0.01
O 0.15 -1.44 -1.73
C 1.27 1.02 -0.59
F -0.52 -0.35 0.12
O 0.90 -1.38 0.42
O 0.60 -2.07 -0.10
H -0.15 0.18 -0.18
S -1.96 -1.00 -3.06
S -1.90 5.63 1.53

***

No. 6
ORCA calculation (ωB97M-V/def2-TZVPD) on a 2-piece molecular cluster, CHF2IO overall.

Output
energy relative to the best compared isomer or geometry (same formula, charge and spin)	116.4	kcal/mol
total charge	0
LUMO (spin up / spin down)	-0.0300 / -0.1019	Eh
molar mass	193.9	g/mol
frontier orbital gap (spin up / spin down)	9.4 / 5.2	eV

Each line ends with the Löwdin charge.
Element x y z (Å)
F1 -2.34301 0.29723 -0.01674  0.03
H1 -0.23347 0.20578 -0.12441  0.05
F2 -1.23443 -1.54128 -0.02533  0.11
O1 1.71109 1.20903 -0.08267  -0.91
I1 3.23610 0.11913 0.10114  0.95
C1 -1.13630 -0.28989 0.14801  -0.23

Cartesian forces, eV/Å:
F 0.84 0.06 -0.19
H 0.29 0.53 -0.55
F -0.01 -2.89 -0.59
O 0.50 -0.32 0.04
I -0.46 0.33 -0.05
C -1.16 2.29 1.34

***

No. 7
ORCA calculation (ωB97M-V/def2-TZVPD) on a 2-piece molecular cluster, CHF2N overall.

Output
energy relative to the best compared isomer or geometry (same formula, charge and spin)	146.6	kcal/mol
total charge	0
LUMO (spin up / spin down)	-0.0381 / -0.0542	Eh
molar mass	65.0	g/mol
frontier orbital gap (spin up / spin down)	8.5 / 9.7	eV

Each line ends with the Löwdin charge.
Element x y z (Å)
F1 -1.38244 -0.66282 0.01130  0.12
C1 -0.61189 0.18217 -0.54352  -0.23
N1 1.50221 -0.46720 -0.19804  0.10
F2 -0.78169 1.37513 -0.06338  0.09
H1 1.27380 -0.42727 0.79364  -0.09

Cartesian forces, eV/Å:
F -0.89 -0.29 0.96
C 2.73 -0.05 -1.41
N -1.41 0.48 -0.89
F -0.39 -0.13 0.54
H -0.03 -0.02 0.80

***

No. 8
ORCA calculation (ωB97M-V/def2-TZVPD) on one molecule with the formula CHF2NO.

Output
energy relative to the best compared isomer or geometry (same formula, charge and spin)	68.5	kcal/mol
total charge	0
LUMO	0.0264	Eh
SMILES string	O=CN(F)F
molar mass	81.0	g/mol
frontier orbital gap	11.4	eV

Each line ends with the Löwdin charge.
Element x y z (Å)
O1 -0.69728 -1.41487 -0.56525  0.08
H1 1.01347 -0.68179 -1.09325  0.15
F1 -1.07467 0.57228 1.23532  0.10
C1 0.11644 -0.55948 -0.47988  -0.30
N1 -0.10341 0.51463 0.32671  -0.09
F2 0.74545 1.56923 0.57634  0.06

Cartesian forces, eV/Å:
O -1.63 -1.37 0.17
H 0.55 1.33 0.41
F -0.16 -0.39 0.03
C 0.63 -0.52 -0.29
N 0.74 2.03 0.02
F -0.14 -1.08 -0.34

***

No. 9
ORCA calculation (ωB97M-V/def2-TZVPD) on a 2-piece molecular cluster, CHF2NO2 overall.

Output
energy relative to the best compared isomer or geometry (same formula, charge and spin)	57.2	kcal/mol
total charge	0
LUMO (spin up / spin down)	-0.0371 / -0.0371	Eh
molar mass	97.0	g/mol
frontier orbital gap (spin up / spin down)	7.7 / 7.7	eV

Each line ends with the Löwdin charge.
Element x y z (Å)
H1 1.33606 0.56945 0.01023  0.16
C1 0.64787 0.37300 -0.80869  -0.16
F1 0.13090 1.41913 -1.38583  0.17
F2 1.00520 -0.55444 -1.64719  0.17
O1 -1.47078 -0.88255 2.24266  -0.02
O2 -0.92307 -0.46832 0.18794  -0.03
N1 -0.72617 -0.45626 1.40088  -0.30

Cartesian forces, eV/Å:
H -0.31 -0.16 0.30
C -1.69 -0.80 0.67
F 0.11 -0.95 0.39
F -0.57 0.58 0.55
O -1.31 -0.53 -1.65
O -0.36 0.13 -4.43
N 4.13 1.74 4.18

***

No. 10
ORCA calculation (ωB97M-V/def2-TZVPD) on one molecule with the formula CHF2O2P.

Output
energy relative to the best compared isomer or geometry (same formula, charge and spin)	9.6	kcal/mol
total charge	0
LUMO	-0.0253	Eh
SMILES string	O=POC(F)F
molar mass	114.0	g/mol
frontier orbital gap	10.5	eV

Each line ends with the Löwdin charge.
Element x y z (Å)
H1 1.66114 0.39854 0.87789  0.19
P1 -1.68756 -0.61812 -0.41321  0.93
C1 0.83394 0.47934 0.06646  -0.54
F1 1.09972 -0.32060 -0.97217  0.04
O1 -2.24169 -1.67921 0.32040  -0.39
F2 0.69962 1.72637 -0.46380  0.06
O2 -0.36516 0.01368 0.58444  -0.29

Cartesian forces, eV/Å:
H -1.36 0.53 -1.53
P 3.15 3.78 -1.17
C -0.77 -0.52 1.33
F 1.07 -0.49 -0.88
O -1.70 -3.00 2.16
F 0.25 -0.26 0.62
O -0.65 -0.04 -0.52

***

No. 11
ORCA calculation (ωB97M-V/def2-TZVPD) on CHF3GdO3S as an isolated structure.

Output
total charge	-1
LUMO (spin up / spin down)	0.0655 / 0.0762	Eh
spin multiplicity	8
molar mass	307.3	g/mol
frontier orbital gap (spin up / spin down)	5.7 / 5.9	eV

Each line ends with the Löwdin spin population.
Element x y z (Å)
O1 1.61205 -0.48265 0.07904  0.00
F1 -1.75931 -2.31338 -0.40763  0.00
O2 1.59469 2.04992 -0.50398  0.00
C1 -0.70219 0.66412 -0.27991  0.00
O3 -0.79890 0.03663 1.05558  0.00
S1 1.11056 0.65434 -0.84799  -0.01
F2 -1.02379 2.01149 -0.54543  0.00
F3 -1.77838 0.17102 -1.00664  0.00
H1 -1.52397 -1.78849 0.58669  0.00
Gd1 3.26924 -1.00300 1.87027  7.03

Cartesian forces, eV/Å:
O 2.28 -0.26 1.81
F 0.92 1.45 4.68
O -0.19 -1.92 0.39
C -2.39 -1.83 5.18
O 0.17 2.65 -4.74
S -0.02 0.73 -1.31
F 0.62 0.34 1.53
F 1.33 -1.02 -0.87
H -0.59 -0.95 -4.71
Gd -2.13 0.79 -1.95

***

No. 12
ORCA calculation (ωB97M-V/def2-TZVPD) on CHF3MgNO3S2 as an isolated structure.

Output
energy relative to the best compared isomer or geometry (same formula, charge and spin)	33.8	kcal/mol
total charge	+1
LUMO	-0.2964	Eh
molar mass	220.5	g/mol
frontier orbital gap	5.1	eV

Each line ends with the Löwdin charge.
Element x y z (Å)
O1 -0.33969 -1.29856 -1.78787  -0.61
O2 0.96974 2.55124 0.53635  -0.34
S1 1.04295 -0.91464 -1.25891  1.01
S2 0.28285 1.28677 0.31410  0.82
F1 1.70233 -0.81375 1.70027  0.14
C1 0.71572 -1.26062 0.94793  -0.72
F2 0.91745 -2.56695 0.86229  0.08
F3 -0.45328 -1.17682 1.55551  0.11
N1 0.96209 0.65494 -1.02473  -0.57
O3 -1.27605 1.50372 -0.34253  -0.51
H1 -2.34093 1.71989 0.12577  0.24
Mg1 -2.18317 0.31477 -1.62817  1.35

Cartesian forces, eV/Å:
O -1.23 0.35 -0.44
O -1.84 -0.90 -0.37
S -2.80 1.35 3.68
S 5.75 0.29 1.30
F -0.10 1.09 0.09
C 1.57 -2.68 -1.58
F 0.23 -1.56 -0.21
F -0.91 1.08 0.00
N -0.01 1.53 -0.63
O -8.74 0.74 -1.23
H 4.98 0.04 -0.48
Mg 3.11 -1.32 -0.14